1.
{"formula": "C50H54ClFN7OS2SeSiY", "method": "ωB97M-V with the def2-TZVPD basis set", "symbols": ["Y", "C", "C", "N", "N", "C", "S", "S", "C", "C", "C", "C", "C", "C", "C", "C", "C", "C", "C", "C", "C", "O", "H", "H", "H", "H", "H", "H", "H", "H", "H", "H", "H", "H", "H", "H", "C", "C", "C", "C", "C", "C", "C", "C", "C", "C", "C", "C", "N", "C", "C", "C", "C", "C", "C", "F", "H", "H", "H", "H", "H", "H", "H", "H", "H", "H", "H", "H", "H", "H", "H", "H", "H", "H", "H", "H", "H", "N", "C", "N", "C", "C", "C", "C", "C", "C", "H", "H", "H", "H", "H", "H", "N", "C", "Cl", "C", "C", "C", "C", "N", "C", "H", "H", "H", "H", "C", "Si", "C", "C", "Se", "H", "H", "H", "H", "H", "H", "H", "H", "H"], "xyz": [[0.0621, -0.0894, -0.0934], [-3.0892, 1.4532, 2.6623], [-2.6074, 0.0468, 2.4241], [-3.0184, -0.5468, 1.3645], [-3.0331, -1.9054, 1.3160], [-2.4805, -2.6886, 0.4732], [-1.1941, -2.5395, -0.6856], [-3.1901, -4.3590, 0.5173], [-4.9743, -3.9881, 0.7209], [-5.4655, -4.0109, 2.1498], [-5.5814, -2.8400, 2.9009], [-5.9929, -2.8890, 4.2275], [-6.3069, -4.1054, 4.8242], [-6.2225, -5.2735, 4.0768], [-5.8047, -5.2219, 2.7524], [-1.8307, -0.6430, 3.4654], [-2.2399, -0.6198, 4.7963], [-1.6441, -1.4269, 5.7552], [-0.6425, -2.3052, 5.3401], [-0.1925, -2.3067, 4.0315], [-0.7048, -1.4095, 3.0664], [-0.1437, -1.2911, 1.8951], [-3.3406, 1.9361, 1.7211], [-2.3385, 2.0415, 3.1926], [-3.9957, 1.4167, 3.2779], [-5.4711, -4.7653, 0.1376], [-5.1378, -3.0194, 0.2524], [-5.3195, -1.8925, 2.4444], [-6.0575, -1.9707, 4.8026], [-6.6073, -4.1431, 5.8656], [-6.4767, -6.2267, 4.5285], [-5.7226, -6.1396, 2.1741], [-3.0736, 0.0170, 5.0791], [-1.9755, -1.4048, 6.7872], [-0.2024, -2.9922, 6.0533], [0.5775, -3.0008, 3.7190], [2.7031, -0.5718, 3.8749], [3.7923, -1.2271, 3.0239], [3.3465, -2.6628, 2.7034], [4.3284, -0.5460, 1.7436], [5.5702, -1.0821, 1.3815], [6.2814, -0.6480, 0.2828], [5.7749, 0.4169, -0.4371], [4.5564, 1.0197, -0.1264], [4.2716, 2.2636, -0.9988], [3.6784, 3.4964, -0.3106], [3.4613, 1.9625, -2.2641], [3.7522, 0.4790, 0.9322], [2.4290, 0.9681, 1.1215], [2.2705, 1.9969, 1.9781], [3.3134, 2.6703, 2.6754], [3.0918, 3.7758, 3.4813], [1.8095, 4.2761, 3.6912], [0.7505, 3.5937, 3.0953], [1.0009, 2.5029, 2.3078], [-0.0857, 1.8466, 1.8306], [2.5293, -1.1973, 4.7556], [1.7637, -0.5039, 3.3322], [2.9856, 0.4235, 4.2130], [4.6721, -1.3029, 3.6695], [2.3686, -2.6346, 2.2197], [3.2563, -3.2421, 3.6306], [4.0572, -3.1717, 2.0460], [5.9954, -1.8614, 2.0119], [7.2258, -1.1093, 0.0079], [6.3562, 0.8204, -1.2616], [5.2618, 2.5692, -1.3412], [2.6115, 3.3827, -0.1273], [3.8141, 4.3608, -0.9699], [4.1750, 3.7099, 0.6357], [2.4719, 1.5783, -2.0290], [3.9826, 1.2567, -2.9200], [3.3075, 2.8877, -2.8302], [4.3210, 2.2875, 2.5547], [3.9396, 4.2575, 3.9595], [1.6325, 5.1513, 4.3058], [-0.2795, 3.8969, 3.2519], [-3.8204, 2.6493, -1.3220], [-2.5663, 2.2780, -0.9240], [-2.3370, 1.0156, -1.1089], [-3.4927, 0.5015, -1.7030], [-3.7827, -0.7819, -2.1618], [-5.0387, -1.0050, -2.7033], [-5.9946, 0.0195, -2.7998], [-5.7086, 1.3064, -2.3723], [-4.4426, 1.5205, -1.8339], [-4.1848, 3.5775, -1.2954], [-1.8531, 2.9832, -0.5138], [-3.0314, -1.5650, -2.1004], [-5.2897, -1.9967, -3.0705], [-6.9718, -0.1977, -3.2189], [-6.4350, 2.1081, -2.4598], [0.3560, 3.1751, -1.0792], [0.3457, 2.0371, -0.8461], [5.0153, -2.1602, -3.2739], [3.8426, -2.5673, -2.0572], [3.8504, -3.8187, -1.4736], [2.8657, -4.1069, -0.5453], [1.9378, -3.1320, -0.2266], [1.9598, -1.9122, -0.7687], [2.8888, -1.6367, -1.6894], [4.6018, -4.5457, -1.7524], [2.8086, -5.0815, -0.0744], [1.1291, -3.3300, 0.4664], [2.8436, -0.6745, -2.1654], [-1.6025, -0.8106, -6.2010], [0.1130, -0.9140, -5.4293], [0.7290, -2.6663, -5.7515], [1.2138, 0.2340, -6.4455], [0.1580, -0.3094, -3.3140], [-1.5694, -1.0566, -7.2743], [-2.0043, 0.2045, -6.0850], [-2.2944, -1.5029, -5.7027], [0.6897, -2.9132, -6.8250], [0.1164, -3.3928, -5.2015], [1.7664, -2.7715, -5.4063], [1.1586, 0.0278, -7.5280], [2.2577, 0.1325, -6.1186], [0.9103, 1.2732, -6.2653]], "forces_ev_per_angstrom": [[0.2569, -2.2454, 1.0907], [0.2380, 0.0140, -0.0044], [-0.0177, -0.0548, 0.0398], [-0.0313, 0.2805, -0.4818], [-0.0539, -0.4310, 0.0325], [0.0605, 0.1595, 0.2796], [-0.5535, 0.1471, -0.0056], [-0.0248, 0.1106, -0.1687], [0.2805, -0.0720, 0.3201], [-0.0221, 0.0330, -0.0638], [-0.0270, -0.0425, 0.0135], [-0.0019, -0.0421, -0.0417], [0.0155, 0.0340, -0.0663], [0.0246, 0.0405, -0.0323], [0.0233, 0.0057, -0.0108], [-0.1420, -0.0932, 0.0276], [0.0139, -0.0989, 0.0076], [0.0314, -0.0335, -0.0759], [-0.0646, 0.1024, -0.1533], [-0.0461, -0.0382, 0.1359], [0.3030, -0.0816, -0.0188], [-0.0900, 0.5456, -0.2841], [-0.0455, -0.0012, -0.0833], [-0.0467, -0.0050, -0.0457], [0.0520, 0.0294, -0.0146], [-0.0942, 0.0593, 0.0124], [-0.0624, 0.0038, 0.0105], [0.0356, -0.0844, 0.0283], [0.0250, -0.0634, -0.0431], [-0.0126, 0.0062, -0.0488], [0.0315, 0.0300, -0.0238], [-0.0063, 0.0761, 0.0619], [0.0179, -0.0067, -0.0380], [0.0006, -0.0041, -0.0539], [0.0311, -0.0381, 0.0156], [0.0850, 0.0889, 0.0047], [0.1125, 0.1143, -0.2198], [-0.3269, 0.0371, -0.1659], [0.0613, 0.0453, 0.0999], [-0.1069, 0.1117, -0.0969], [0.0267, 0.0470, 0.0025], [-0.0064, -0.0775, 0.0279], [-0.0422, 0.0675, -0.0235], [0.0897, 0.0088, 0.0528], [-0.4131, -0.0506, 0.0865], [0.0773, -0.0753, 0.0611], [0.1456, -0.0863, -0.0305], [0.1016, 0.2565, -0.1066], [-0.2753, -0.5747, -0.0116], [0.4288, -0.1920, 0.2083], [-0.0131, -0.0648, 0.1312], [-0.1095, -0.0492, 0.0110], [0.1063, -0.0097, -0.0089], [0.0629, 0.1284, 0.1211], [0.2711, 0.3617, 0.2243], [-0.7718, -0.7794, -0.4746], [0.0173, 0.0338, -0.0139], [-0.0124, 0.0596, -0.0548], [0.0147, 0.0871, -0.0248], [0.1126, -0.0049, -0.0051], [0.0632, -0.0284, 0.0298], [-0.0618, 0.0428, -0.0749], [-0.1006, 0.0271, 0.0355], [-0.0748, 0.0227, -0.0765], [-0.0596, 0.0579, 0.0496], [-0.0549, -0.0206, -0.0026], [0.1535, -0.0111, 0.0078], [0.0842, 0.0533, -0.0103], [-0.0370, -0.0605, -0.0045], [0.0085, 0.0415, -0.0823], [-0.0143, -0.0469, -0.0569], [-0.0604, -0.0537, 0.0812], [-0.0121, -0.0742, 0.0442], [-0.0196, 0.0835, -0.0228], [-0.0028, -0.0356, -0.0234], [0.0137, -0.0694, -0.0267], [0.0415, -0.0453, -0.0452], [0.0012, -0.2686, -0.0449], [-0.3174, 0.1417, 0.0625], [0.4051, -0.3798, 0.0738], [0.0702, -0.0088, 0.1112], [0.0179, -0.1126, -0.0620], [0.0224, 0.0110, 0.0144], [0.0758, 0.0699, 0.0472], [0.0055, -0.0268, -0.0414], [0.0867, 0.0949, 0.0877], [-0.0694, 0.2232, -0.0010], [-0.1439, -0.1136, -0.0929], [-0.1280, 0.1335, -0.0002], [0.0438, 0.1131, 0.0581], [0.0685, 0.0182, 0.0051], [0.0380, -0.0572, 0.0160], [0.0171, -0.2534, 0.0753], [0.2951, 2.1995, -0.7687], [-0.0117, 0.0298, 0.0280], [0.0388, 0.0083, 0.0319], [-0.0193, -0.0555, 0.0185], [0.0719, -0.1261, -0.0676], [-0.0863, 0.1963, 0.0296], [-0.1096, 0.1823, 0.0129], [-0.0942, -0.1464, 0.2605], [-0.0101, -0.0094, -0.0128], [0.0058, 0.0888, -0.0279], [0.0510, 0.0925, 0.0114], [0.0214, 0.2329, -0.0650], [-0.2475, 0.0191, -0.0492], [0.1127, 0.0023, 0.1466], [0.0707, -0.2335, -0.0403], [0.1279, 0.1167, -0.1567], [-0.0219, 0.1549, 0.1620], [-0.0147, 0.0395, 0.1920], [0.0451, -0.1802, -0.0244], [0.1139, 0.1367, -0.0854], [0.0183, 0.0309, 0.2009], [0.1143, 0.1191, -0.0914], [-0.1728, 0.0007, -0.0561], [0.0158, 0.0333, 0.2409], [-0.1813, 0.0346, -0.0724], [0.0721, -0.1600, -0.0596]], "total_charge": -2, "lumo_ev": 4.082, "e_homo_ev": -2.1098, "energy_ha": -6482.192365, "gap_ev": 6.191}


2.
{"formula": "C6H7O4", "method": "ωB97M-V with the def2-TZVPD basis set", "symbols": ["H", "C", "O", "C", "C", "O", "C", "C", "C", "O", "H", "H", "H", "H", "H", "O", "H"], "xyz": [[0.2389, -0.1423, 1.3693], [1.5432, -0.4843, 1.2126], [2.3327, 0.0734, 1.9356], [1.6686, -1.2889, 0.0063], [0.8855, -0.7591, -1.2052], [2.3483, -0.5756, -1.0135], [0.0815, 0.3913, -0.9715], [-1.1719, 0.3115, -0.1980], [-2.0291, 1.6224, -0.1872], [-3.1575, 1.5525, 0.2369], [1.9103, -2.3190, 0.1405], [0.5684, -1.5092, -1.9707], [0.3526, 1.3623, -1.3982], [-1.8363, -0.6018, -0.4863], [-1.4522, 2.4701, -0.5233], [-0.8539, 0.2799, 1.2868], [-1.4292, -0.3832, 1.7659]], "forces_ev_per_angstrom": [[4.2162, -1.3596, 0.1760], [-3.5172, 1.8751, 2.1981], [1.3165, -0.7719, -0.6311], [0.9365, 0.6459, -2.0727], [2.4504, -2.3777, 1.3278], [-1.1708, -0.3945, -1.2435], [-1.1091, 1.7556, 0.1438], [-1.3118, -0.2026, 0.0264], [-0.5973, -2.7380, 0.2897], [0.8942, 0.9255, -0.6382], [0.1389, -0.8962, -0.2172], [0.5342, 0.6379, 0.4850], [0.0202, -0.3431, 0.1458], [1.1302, 1.4782, 0.7529], [-0.1787, 1.1159, -0.0814], [-4.1073, -0.3829, 0.0321], [0.3548, 1.0322, -0.6936]], "lumo_ev": [0.112, -1.496], "e_homo_ev": [-7.5078, -7.2905], "energy_ha": -533.530917, "multiplicity": 2, "e_above_lowest_kj_mol": 242.7, "gap_ev": [7.620, 5.794]}


Copy entry 2 word for word.
{"formula": "C6H7O4", "method": "ωB97M-V with the def2-TZVPD basis set", "symbols": ["H", "C", "O", "C", "C", "O", "C", "C", "C", "O", "H", "H", "H", "H", "H", "O", "H"], "xyz": [[0.2389, -0.1423, 1.3693], [1.5432, -0.4843, 1.2126], [2.3327, 0.0734, 1.9356], [1.6686, -1.2889, 0.0063], [0.8855, -0.7591, -1.2052], [2.3483, -0.5756, -1.0135], [0.0815, 0.3913, -0.9715], [-1.1719, 0.3115, -0.1980], [-2.0291, 1.6224, -0.1872], [-3.1575, 1.5525, 0.2369], [1.9103, -2.3190, 0.1405], [0.5684, -1.5092, -1.9707], [0.3526, 1.3623, -1.3982], [-1.8363, -0.6018, -0.4863], [-1.4522, 2.4701, -0.5233], [-0.8539, 0.2799, 1.2868], [-1.4292, -0.3832, 1.7659]], "forces_ev_per_angstrom": [[4.2162, -1.3596, 0.1760], [-3.5172, 1.8751, 2.1981], [1.3165, -0.7719, -0.6311], [0.9365, 0.6459, -2.0727], [2.4504, -2.3777, 1.3278], [-1.1708, -0.3945, -1.2435], [-1.1091, 1.7556, 0.1438], [-1.3118, -0.2026, 0.0264], [-0.5973, -2.7380, 0.2897], [0.8942, 0.9255, -0.6382], [0.1389, -0.8962, -0.2172], [0.5342, 0.6379, 0.4850], [0.0202, -0.3431, 0.1458], [1.1302, 1.4782, 0.7529], [-0.1787, 1.1159, -0.0814], [-4.1073, -0.3829, 0.0321], [0.3548, 1.0322, -0.6936]], "lumo_ev": [0.112, -1.496], "e_homo_ev": [-7.5078, -7.2905], "energy_ha": -533.530917, "multiplicity": 2, "e_above_lowest_kj_mol": 242.7, "gap_ev": [7.620, 5.794]}